No. 1
ORCA calculation (wB97M-V/def2-TZVPD) on a molecular structure, C46H60As3FeN4O2PSi at a distorted geometry.

Geometry as XYZ:
```
118
Properties=species:S:1:pos:R:3:forces:R:3
As 1.701477 -6.520284 -3.527432 0.01 -0.05 -0.16
As 1.794570 -0.443846 -2.453413 0.61 -0.22 -0.56
As -0.857493 -2.436699 -0.959586 -0.17 -0.96 -0.02
Fe -0.000453 -0.003349 -0.999581 0.26 -0.32 -0.19
P 1.884519 1.907122 2.062023 -0.15 0.73 -1.05
Si -1.528114 2.258517 -0.755061 -0.74 1.32 0.16
O -2.464299 0.039108 -4.739064 0.37 -0.06 0.53
O -0.811196 -1.117031 2.263813 0.08 -0.12 -0.06
N 1.296516 1.377851 0.645835 0.97 -0.21 0.83
N 2.518619 -0.714286 0.484674 -0.32 0.06 0.40
N -1.145804 -0.094966 -2.739554 -0.58 0.18 -0.40
N -1.456567 0.842945 0.198647 0.29 -0.60 0.09
C -0.243607 -6.654862 -3.256412 -0.04 0.06 0.01
C 1.691714 -0.071849 -4.390540 -0.31 0.06 0.07
C -4.364979 -0.353513 3.019147 0.02 -0.13 0.12
C -2.305964 0.471049 1.187191 -0.01 0.16 -0.24
C -3.117658 2.394157 -1.801407 -0.07 -0.13 -0.17
C -1.804323 -0.015437 -3.723137 0.00 0.03 -0.06
C -4.564949 0.727795 2.179142 -0.03 0.11 -0.10
C 4.468053 -1.299369 1.828123 0.08 0.00 -0.11
C 2.922964 4.051647 0.713975 -0.01 0.17 -0.04
C -0.052291 0.999053 5.611636 0.15 0.11 0.13
C 5.106169 -1.249797 3.020953 0.09 -0.02 0.04
C -2.306522 -2.858777 -2.229927 -0.05 0.23 -0.09
C 1.407212 -3.478826 -2.760741 -0.19 0.11 -0.17
C 0.891915 0.989437 4.588818 0.04 0.23 0.07
C 2.231891 3.612551 1.903787 0.20 -0.41 0.37
C 0.738931 1.814401 3.477626 -0.24 -0.38 0.08
C 0.768089 -2.640389 3.049067 -0.02 0.22 -0.22
C 3.247119 0.777522 2.426031 0.17 -0.01 0.28
C 2.183891 4.535510 3.009845 0.07 0.12 -0.11
C -0.421999 2.586487 3.382257 0.01 0.04 -0.05
C 0.607940 -3.144849 -4.027573 0.05 -0.06 0.13
C -1.641635 -3.699298 0.349515 0.03 0.25 0.12
C 1.508022 0.083049 0.241671 -0.26 -0.06 0.18
C -3.122961 -0.983959 3.003050 0.02 0.09 -0.22
C -1.187915 1.785132 5.515272 0.10 0.00 0.01
C 3.284752 6.253295 1.681773 0.00 0.04 0.00
C -1.589399 3.846632 0.292422 0.01 -0.05 0.29
C -1.376856 2.568767 4.385681 -0.05 0.08 -0.09
C 3.608008 0.289123 -2.331369 -0.05 0.14 0.22
C 1.385677 -3.379165 4.039694 0.02 -0.01 0.04
C 2.673022 5.810963 2.885191 0.04 -0.12 -0.12
C -2.083432 -0.548020 2.193684 -0.10 0.34 -0.21
C 2.385719 -2.328173 -2.429510 -0.11 -0.08 0.06
C 3.619698 -0.179513 1.323731 -0.64 -0.15 -0.18
C 4.940379 -0.144398 3.895750 -0.01 0.03 -0.09
C 3.974359 0.831126 3.586095 -0.06 -0.05 -0.08
C 1.600052 -6.211011 -5.470403 -0.07 0.07 -0.07
C -0.752516 -1.720902 4.658951 -0.02 -0.09 -0.09
C -0.314838 -1.804198 3.337692 -0.22 -0.10 -0.18
C 3.409034 5.332071 0.614399 -0.08 -0.09 0.20
C 0.941902 -3.302691 5.355703 0.05 0.01 -0.03
C 0.448882 -3.799601 -1.598506 0.20 0.16 0.03
C -0.119782 -2.463216 5.649333 -0.05 -0.07 -0.02
C 2.309400 -4.710422 -2.992186 -0.05 0.01 0.13
C -3.579619 1.105680 1.285954 0.04 -0.15 0.19
C -0.109569 2.698008 -1.944292 0.13 -0.47 -0.05
H -2.434514 -3.937058 -2.342180 0.08 -0.05 0.08
H 3.898925 5.648221 -0.301862 -0.02 -0.04 -0.03
H 3.556536 1.378448 -2.296170 -0.03 -0.01 0.03
H -0.621056 4.015095 0.783619 -0.13 0.04 -0.18
H 2.887040 -4.873666 -2.079386 0.01 -0.02 0.04
H -1.928924 1.772393 6.306224 -0.01 0.01 -0.01
H -0.099374 -3.941891 -4.274630 0.06 0.08 0.00
H 1.274646 -2.993364 -4.883072 -0.04 0.01 0.04
H 2.222633 -4.018300 3.780678 0.00 0.07 0.00
H -0.934442 -3.963789 1.128200 0.14 0.04 0.16
H -3.897035 2.956201 -1.269480 0.10 -0.05 -0.09
H -0.564568 -7.562716 -3.769723 0.03 -0.02 -0.02
H 0.690833 -0.248898 -4.782905 0.07 0.00 0.03
H -2.501823 -3.212296 0.810135 0.01 0.01 0.05
H -0.211132 2.193273 -2.907343 0.01 0.10 0.02
H -0.146455 3.781856 -2.109080 -0.08 -0.09 0.12
H 2.424408 -0.648435 -4.955380 0.06 -0.06 0.05
H 0.883485 -5.424890 -5.714781 0.06 -0.05 0.02
H 1.750317 0.338069 4.665670 0.03 -0.06 0.02
H 4.104101 -0.071031 -1.433878 -0.07 -0.02 0.02
H 1.430095 -3.873450 6.136243 -0.03 -0.01 0.00
H 1.303800 -7.131447 -5.974909 0.00 -0.02 0.03
H -5.509933 1.263489 2.201088 0.04 -0.01 -0.06
H 3.754686 1.618422 4.301405 0.03 -0.04 0.04
H -1.553807 -1.058020 4.927619 -0.08 0.07 0.00
H -2.370379 3.803829 1.065295 0.14 0.03 -0.08
H 3.661770 7.265434 1.589745 0.00 -0.04 0.01
H 4.573327 -2.155954 1.168618 -0.05 0.05 0.04
H -2.917437 2.913585 -2.748441 -0.02 -0.06 0.12
H -0.142387 -4.673992 -1.863900 -0.04 0.02 0.06
H 5.496372 -0.096441 4.823065 -0.02 0.01 0.02
H 0.869025 2.458927 -1.517845 -0.03 0.15 0.00
H -3.775338 1.904345 0.579279 -0.04 -0.09 0.16
H -1.974674 -4.605876 -0.157733 0.04 0.00 -0.07
H -2.275636 3.164865 4.284076 0.00 0.00 -0.05
H 5.738783 -2.076763 3.326976 0.01 0.01 0.01
H -5.143223 -0.703613 3.687711 0.03 -0.01 -0.03
H -0.474591 -6.761589 -2.197921 -0.01 -0.02 -0.01
H 4.177132 -0.010841 -3.211109 -0.02 -0.04 -0.06
H 1.136838 -2.638580 2.033017 0.06 -0.02 -0.15
H 3.043220 -4.479274 -3.772394 0.01 0.00 -0.02
H -3.520821 1.404873 -2.048781 0.04 0.14 0.03
H -3.221902 -2.436919 -1.809950 0.00 0.01 -0.01
H 4.238925 0.407531 0.612122 0.15 0.16 0.09
H -0.560652 3.203172 2.504544 -0.05 -0.05 0.11
H 3.012439 3.360274 -0.118415 -0.01 0.06 0.02
H 3.240778 -2.379460 -3.110963 0.00 0.04 -0.07
H 0.097024 0.370693 6.483827 0.01 0.01 -0.08
H -1.793732 4.719357 -0.341592 0.01 -0.13 0.00
H -0.794413 -5.806073 -3.661602 0.02 -0.06 0.03
H 2.768350 -2.442780 -1.411929 0.00 0.01 0.05
H 2.595512 6.496691 3.724802 -0.04 -0.04 0.00
H 1.720891 4.225739 3.941006 0.03 0.04 0.00
H -2.975985 -1.839054 3.641409 0.10 -0.09 0.07
H 1.038881 -4.068588 -0.714672 0.03 0.07 0.01
H 2.582719 -5.918608 -5.842403 0.00 -0.01 0.02
H 0.032719 -2.228657 -3.873991 -0.01 -0.04 -0.06
H 1.917432 0.989921 -4.501112 -0.01 0.02 -0.03
H -0.474911 -2.383426 6.672041 0.01 0.05 -0.04
H -2.150499 -2.399954 -3.201912 0.01 -0.05 0.03
```
Positions in Å, forces in eV/Å.

Computed properties:
Calculated total energy ... -10760.16883 Ha
HOMO-LUMO gap (spin up / spin down) ... 3.11 / 5.54 eV
2S+1 ... 5
Expectation value of S² ... 6.1220
Total charge ... -2
Energy above the lowest of the compared OMol25 structures with the same formula, charge and spin ... 68.5 kcal/mol
HOMO energy (spin up / spin down) ... 0.906 / -1.607 eV

No. 2
ORCA calculation (wB97M-V/def2-TZVPD) on a molecular structure, C46H61BaN5O6S5Te at a distorted geometry.

Geometry as XYZ:
```
125
Properties=species:S:1:pos:R:3:forces:R:3
Ba -0.285103 0.284797 -2.525840 1.41 -0.39 1.77
Te -3.607753 -0.448020 -3.193373 -0.43 0.22 -0.04
S -1.444409 -1.638524 2.081237 -0.03 -0.03 -0.04
S -0.047781 1.043483 3.595110 0.02 0.05 0.09
S -1.355792 1.220647 -5.208757 -0.26 -0.66 0.78
S -3.115646 1.305674 2.220612 -0.01 0.05 -0.01
S -0.696123 4.041289 0.963099 -0.25 -0.02 -0.08
O -0.412712 1.956740 -6.020224 -0.14 0.08 -0.22
O 0.745013 -3.875264 0.118517 -0.08 0.01 -0.09
O -0.756950 -0.162488 -4.832754 -0.39 0.95 -0.86
O 3.239690 2.681550 -0.107951 0.01 0.03 -0.01
O -1.551178 1.914295 -3.851446 0.01 -0.12 -1.16
O -2.678976 0.980304 -5.782729 0.13 0.06 -0.24
N -1.432239 5.239523 3.193359 -0.07 -0.10 0.06
N 1.614241 -0.476089 -0.406323 -0.24 0.35 -0.55
N 0.197839 -2.456016 -1.650056 -0.32 -0.21 0.19
N 0.730611 4.474349 3.172282 -0.13 0.21 0.13
N 2.128611 1.843635 -1.957144 -0.12 -0.41 0.29
C 0.760777 -2.787841 -0.496145 0.14 -0.07 -0.06
C 2.978492 5.011176 2.219591 -0.02 -0.05 0.00
C -3.274913 7.726626 3.611533 -0.01 0.06 -0.05
C 3.946764 2.736376 -3.274706 -0.04 0.06 0.01
C -3.224724 7.191148 5.036783 -0.03 -0.03 0.03
C -0.519093 -3.448591 -2.354127 -0.11 0.13 0.07
C 2.651730 2.881182 -2.754974 -0.11 0.11 -0.04
C -2.744546 1.681700 3.947793 -0.06 -0.03 -0.01
C -6.892730 -3.498588 -5.600041 -0.07 -0.05 -0.12
C 2.583575 1.806078 -0.717970 0.16 0.00 0.16
C -0.335706 -1.807774 3.497717 -0.03 0.06 0.09
C 4.759402 1.527720 -2.916036 0.06 -0.09 0.03
C 3.332530 0.220779 1.070935 -0.13 0.05 -0.10
C -4.901850 -2.600483 -4.588083 -0.24 0.00 0.15
C 3.702763 4.826948 -4.457401 0.06 0.02 -0.04
C 1.137704 -3.074154 -4.215444 0.14 0.07 -0.04
C -1.705429 -4.053105 -1.877544 0.19 0.13 -0.18
C -5.571830 -2.554138 -3.350186 0.01 0.06 -0.21
C 3.385550 -1.055730 1.605257 0.10 0.00 0.05
C 4.455777 3.711023 -4.120054 0.05 0.03 -0.01
C -0.792291 -4.653336 -4.435502 0.11 0.03 -0.02
C 0.600444 -0.628792 3.793639 -0.07 -0.02 0.01
C 1.951014 3.940584 2.588045 0.09 -0.12 -0.10
C 3.294604 5.965465 4.578167 -0.02 0.02 0.06
C -5.571412 -3.073582 -5.701448 0.05 -0.08 -0.06
C -4.779952 -1.966048 -2.225926 0.03 -0.30 0.26
C -1.461249 5.351503 4.640520 0.00 0.01 0.04
C 1.883355 4.000043 -3.095826 0.06 -0.07 -0.08
C 3.953719 5.366882 3.339611 -0.02 0.00 -0.04
C 2.424170 4.959755 -3.945085 -0.02 0.01 0.05
C -0.078381 -3.749172 -3.655104 -0.14 -0.08 0.03
C -1.944989 -5.256059 -3.965076 -0.05 -0.09 -0.06
C -0.435032 4.591991 2.504853 0.23 0.06 -0.05
C -2.854413 5.712376 5.152168 0.07 0.00 0.02
C -6.886953 -2.973770 -3.256610 0.06 -0.08 -0.01
C -2.395095 -4.942353 -2.693019 0.00 -0.06 0.04
C 2.546658 -2.042405 1.114783 -0.18 0.03 -0.15
C -3.071437 -1.457416 2.877540 0.06 -0.07 0.00
C -3.911726 -0.306752 2.332813 0.00 0.00 0.00
C 0.484801 4.134688 -2.580901 -0.06 0.06 0.04
C -7.550116 -3.448942 -4.384963 -0.09 -0.04 0.06
C -3.514737 -2.045842 -4.605003 0.22 0.10 -0.09
C 1.653060 -1.701145 0.100262 0.02 -0.12 0.24
C -1.547351 0.996628 4.614296 0.06 -0.01 -0.02
C 2.439037 0.470768 0.026256 0.27 0.01 0.13
C -2.261359 -3.702150 -0.535936 0.06 0.01 0.14
H -2.791160 -2.755880 -4.201598 0.01 0.01 -0.09
H -3.215925 -4.207851 -0.368842 0.01 0.00 0.01
H -1.369939 1.498432 5.571013 0.03 -0.03 -0.01
H -2.308456 7.651238 3.115821 0.02 0.00 0.00
H 2.441892 5.906640 1.889708 0.00 0.01 -0.03
H 0.412910 3.729997 -1.573607 -0.01 0.02 0.07
H -4.074178 -2.712235 -1.854967 -0.13 0.09 0.05
H 2.676179 6.828219 4.315657 -0.01 0.01 -0.01
H -2.319431 5.153810 2.721569 0.02 0.02 -0.01
H -0.222040 3.594601 -3.216759 0.01 0.02 -0.01
H 1.672184 3.396030 1.689012 0.00 -0.01 0.03
H -3.578535 8.774704 3.599364 -0.01 0.00 0.01
H -4.203347 -0.520329 1.302065 0.00 0.01 -0.01
H 1.818330 5.821874 -4.203640 0.01 0.00 -0.02
H -0.434807 -4.868592 -5.437433 -0.01 -0.01 0.00
H 0.840687 5.051082 3.990835 -0.01 -0.11 0.04
H 4.500613 4.463728 3.627473 0.03 0.00 -0.01
H 1.900437 -2.930644 -3.450440 0.00 -0.04 -0.01
H -4.832974 -0.238744 2.920369 -0.01 0.02 -0.03
H -2.422244 -2.622846 -0.458194 0.03 0.02 0.01
H -3.595910 5.099062 4.629621 -0.01 -0.02 -0.02
H -3.994146 7.169572 3.007353 -0.01 -0.02 -0.01
H -0.757946 6.125779 4.977837 0.00 -0.01 0.00
H -2.502909 -5.941009 -4.593249 0.00 0.00 0.02
H -2.931314 -1.339180 3.950961 0.02 -0.04 -0.02
H 0.182512 5.183155 -2.547088 -0.02 0.00 -0.01
H -2.512094 7.778499 5.625027 0.02 -0.01 -0.01
H 4.698787 6.068831 2.954427 -0.01 0.00 0.00
H 4.094054 -1.282534 2.396013 -0.01 -0.01 0.00
H 2.370392 3.211302 3.289099 0.04 0.03 -0.02
H 4.031549 6.299221 5.311918 0.02 -0.01 -0.01
H 4.108751 5.581091 -5.122471 0.00 -0.01 0.00
H 3.973555 1.026430 1.397280 0.02 0.00 0.00
H -1.563340 -3.967373 0.255289 0.05 -0.04 0.04
H 4.948658 1.485883 -1.840615 0.01 0.04 0.01
H 3.526009 4.637619 1.353247 0.03 -0.03 -0.01
H -1.131832 4.407229 5.093583 -0.02 0.00 0.00
H 4.231414 0.606973 -3.176834 -0.01 0.03 -0.01
H 2.658240 5.234623 5.084455 -0.01 -0.02 0.00
H 2.549702 -3.064097 1.466658 0.02 0.00 0.02
H 1.434649 -0.646975 3.093336 -0.02 0.03 0.01
H -3.172172 -1.670825 -5.565105 -0.05 0.06 0.01
H -7.414032 -3.849573 -6.483515 0.01 0.00 0.01
H -0.942597 -2.048462 4.372837 0.00 -0.02 -0.02
H 1.013132 -0.769885 4.797425 0.03 0.04 -0.02
H 5.458839 3.587123 -4.517031 0.00 0.02 -0.02
H -3.313079 -5.383775 -2.317333 -0.01 -0.01 -0.02
H -2.905636 5.419313 6.204139 -0.01 0.01 -0.01
H 0.882600 -2.087241 -4.614773 -0.03 0.00 -0.01
H -5.394713 -1.610150 -1.399976 -0.02 0.05 -0.04
H -7.400313 -2.917628 -2.303063 -0.01 0.01 0.00
H -4.200902 7.335636 5.510021 0.01 0.00 0.00
H -1.775743 -0.041299 4.840887 0.03 0.00 -0.01
H 1.557888 -3.662431 -5.034031 -0.01 0.02 -0.01
H -5.067147 -3.090721 -6.660460 0.01 0.01 0.00
H -3.637839 1.508403 4.557147 0.00 0.04 0.00
H 0.286076 -2.682252 3.295783 0.00 -0.01 0.01
H 5.719845 1.541830 -3.434983 0.01 -0.01 -0.01
H -2.568961 2.757192 3.936244 0.01 0.11 -0.01
H -8.584360 -3.765666 -4.311204 0.01 0.01 -0.01
H -3.634216 -2.382983 2.728667 0.02 0.00 0.01
```
Positions in Å, forces in eV/Å.

Computed properties:
Calculated total energy ... -4799.40390 Ha
HOMO-LUMO gap ... 6.09 eV
2S+1 ... 1
Total charge ... -2
Energy above the lowest of the compared OMol25 structures with the same formula, charge and spin ... 17.2 kcal/mol
HOMO energy ... -2.911 eV

> calculated total energy of number 1 (C46H60As3FeN4O2PSi)?

-10760.16883 Ha